Entry from the OMol25 dataset: a single C3H2BrN3O2 molecule (ωB97M-V/def2-TZVPD).

The geometry in ORCA input format:
```
! RIJCOSX wB97M-V def2-TZVPD def2/J DEFGRID3
* xyz 0 1
C 0.083 1.330 -0.339
C 0.442 -0.938 0.117
C -0.075 0.143 2.029
N 0.397 0.189 -0.505
N 0.305 -0.880 1.503
N -0.279 0.590 3.384
O -1.123 -0.134 3.926
O 0.212 1.524 3.931
Br 1.301 -2.799 2.358
H -0.607 2.144 -0.588
H 0.655 -1.831 -0.509
*
```

Summary:
Largest force on an atom ... 3.33 eV/Å
Kohn-Sham gap (spin up / spin down) ... 5.8 / 5.8 eV

---

Entry from the OMol25 dataset: 2 unconnected molecules or ions with the total composition C3H2Cl2F2O (ωB97M-V/def2-TZVPD).

The geometry in ORCA input format:
```
! RIJCOSX wB97M-V def2-TZVPD def2/J DEFGRID3
* xyz 0 1
C -1.886 0.230 -1.116
C -0.194 1.647 -0.754
C -3.209 0.654 -0.351
O -1.644 -0.816 -1.606
F -4.263 0.366 -1.050
F -3.408 1.894 0.092
Cl 0.776 0.977 0.529
Cl -3.029 -0.256 1.120
H -0.468 2.624 -0.369
H 0.316 1.395 -1.649
*
```

Summary:
Largest force on an atom ... 3.45 eV/Å
Kohn-Sham gap (spin up / spin down) ... 8.9 / 8.9 eV

---

Entry from the OMol25 dataset: a single C3H2Cl2N2 molecule (ωB97M-V/def2-TZVPD).

The geometry in ORCA input format:
```
! RIJCOSX wB97M-V def2-TZVPD def2/J DEFGRID3
* xyz 0 1
Cl -0.281 -2.807 -1.858
C -0.195 -1.392 -1.017
C -0.757 -0.904 0.094
N -0.094 0.247 0.467
C 0.792 0.487 -0.429
N 0.854 -0.305 -1.457
Cl 1.895 -0.457 -2.862
H -1.515 -1.129 0.775
H 1.441 1.281 -0.402
*
```

Summary:
Largest force on an atom ... 6.28 eV/Å
Kohn-Sham gap ... 8.8 eV